# 1
2 unconnected molecules or ions with the total composition C4H10N3O in a non-equilibrium geometry. Source: OMol25; level of theory: wB97M-V/def2-TZVPD.

XYZ file:
```
18
Properties=species:S:1:pos:R:3:mulliken_charge:R:1
C -2.48 -2.07 -0.37 -0.39
C 0.79 0.46 0.20 0.01
C 0.45 2.91 0.35 -0.87
C 1.25 -1.75 -0.07 -0.56
N -1.73 -1.13 -0.01 0.32
N -1.32 -0.05 0.23 -0.42
N 0.68 1.68 -0.33 -0.07
O 1.29 -0.42 -0.60 -0.36
H -2.16 -2.65 -1.28 0.27
H -2.91 -2.78 0.38 0.30
H 0.47 0.22 1.22 0.59
H 1.35 3.39 0.76 0.34
H 0.18 3.68 -0.41 0.30
H -0.26 2.77 1.06 0.36
H 0.81 -2.32 -0.98 0.25
H 0.36 -1.80 0.68 0.31
H 2.20 -1.96 0.42 0.31
H 1.01 1.82 -1.25 0.30
```

Calculated values
- spin multiplicity = 1
- total charge = +1
- strongest force on any atom (Eh/bohr) = 0.0918
- orbital gap (eV) = 9.07
- lowest unoccupied orbital energy (eV) = -4.0
- relative energy (zero: lowest compared OMol25 entry of this formula, charge and spin) (kJ/mol) = 394.8
- DFT total energy (Ha) = -397.5289


# 2
A single C2H8N4S molecule in a non-equilibrium geometry. Source: OMol25; level of theory: wB97M-V/def2-TZVPD.

XYZ file:
```
15
Properties=species:S:1:pos:R:3:mulliken_charge:R:1
C -2.28 0.13 -0.30 -0.79
C 0.05 -0.15 0.15 0.69
H -2.63 1.15 0.24 0.24
H -2.00 0.43 -1.35 0.32
H -3.26 -0.57 -0.57 0.27
H -1.29 -1.61 -0.18 0.33
H 0.57 -1.82 1.03 0.29
H 2.60 -0.23 1.69 0.28
H 2.74 -0.29 -0.29 0.34
H 1.40 2.81 -0.90 0.10
N -1.24 -0.66 0.37 -0.46
N 1.02 -0.99 0.45 -0.18
N 2.43 -0.85 0.64 -0.70
N 0.19 1.06 -0.36 -0.46
S 1.72 1.58 -0.62 -0.27
```

Calculated values
- spin multiplicity = 1
- strongest force on any atom (Eh/bohr) = 0.1168
- orbital gap (eV) = 8.34
- SMILES = CN/C(=N/S)NN
- lowest unoccupied orbital energy (eV) = 0.7
- relative energy (zero: lowest compared OMol25 entry of this formula, charge and spin) (kJ/mol) = 257.0
- DFT total energy (Ha) = -698.0708


# 3
A molecular structure, C26H50NOP3W in a non-equilibrium geometry. Source: OMol25; level of theory: wB97M-V/def2-TZVPD.

XYZ file:
```
82
Properties=species:S:1:pos:R:3:mulliken_charge:R:1
W 0.89 -0.75 -0.46 0.22
P 0.08 -1.84 1.48 0.90
P 3.11 -0.78 -1.03 0.78
P -0.32 -1.96 -2.04 1.06
H -2.60 3.42 -0.30 0.31
C -2.96 2.44 -0.61 -0.46
C -3.49 1.55 0.24 -0.82
H -3.64 1.78 1.31 0.44
C 0.92 -1.59 3.09 -1.35
C -0.10 -3.66 1.47 -1.14
C -1.63 -1.24 1.75 -1.17
C 3.32 0.52 -2.30 -1.13
C 4.29 -0.26 0.27 -1.17
C 3.84 -2.27 -1.77 -1.13
C -1.89 -1.03 -2.20 -0.53
C -0.87 -3.68 -1.77 -1.50
C 0.38 -2.05 -3.72 -1.06
H -2.90 2.23 -1.69 0.31
H -3.87 0.59 -0.10 0.46
H 0.24 -1.13 3.81 0.42
H 1.82 -0.96 2.98 0.32
H 1.24 -2.57 3.47 0.62
H 0.68 -4.13 0.87 0.41
H -1.08 -3.96 1.08 0.38
H 0.00 -4.01 2.51 0.57
H -1.82 -0.24 1.31 0.01
H -1.84 -1.20 2.82 0.55
H -2.34 -1.94 1.27 0.53
H 4.17 0.25 -2.94 0.61
H 3.52 1.48 -1.81 0.39
H 2.41 0.63 -2.91 0.02
H 5.30 -0.26 -0.14 0.47
H 4.24 -0.96 1.12 0.42
H 4.03 0.75 0.63 0.27
H 4.80 -2.01 -2.22 0.53
H 3.18 -2.70 -2.53 0.27
H 4.00 -3.02 -0.98 0.42
H -2.62 -1.67 -2.72 0.61
H -1.68 -0.12 -2.79 -0.09
H -2.29 -0.73 -1.22 -0.05
H -1.19 -4.09 -2.74 0.60
H -1.72 -3.73 -1.07 0.36
H -0.05 -4.30 -1.38 0.38
H 0.16 -3.04 -4.15 0.57
H 1.46 -1.89 -3.70 0.27
H -0.07 -1.26 -4.33 0.20
C 0.08 1.60 -4.46 0.29
C 1.15 2.49 -4.84 -0.18
C 1.27 2.92 -6.15 -0.69
C 0.30 2.59 -7.10 -0.45
C -0.82 1.83 -6.73 -0.69
C -0.96 1.37 -5.44 -0.18
O 0.08 1.00 -3.33 -0.10
H 1.77 -1.78 0.47 -0.57
H 1.88 2.74 -4.07 0.27
H 2.13 3.53 -6.43 0.44
H 0.41 2.94 -8.13 0.45
H -1.58 1.59 -7.47 0.44
H -1.83 0.80 -5.12 0.44
C -1.23 3.37 2.33 -0.64
N -0.26 2.78 3.30 0.00
C -0.89 2.49 4.62 -0.78
C 0.48 1.58 2.74 -1.07
C 1.01 1.93 1.39 -0.09
C 1.88 3.02 1.28 -0.51
C 1.98 3.69 0.06 -0.96
C 1.13 3.33 -0.99 -0.97
C 0.33 2.19 -0.86 -1.14
C 0.56 1.29 0.20 2.16
H -1.80 2.58 1.84 0.02
H -0.68 3.95 1.59 0.24
H -1.90 4.03 2.89 0.47
H 0.47 3.49 3.45 0.45
H -1.65 1.71 4.49 0.38
H -0.12 2.16 5.32 0.35
H -1.36 3.41 4.98 0.37
H 1.26 1.32 3.47 0.71
H -0.25 0.75 2.70 -0.25
H 2.45 3.36 2.15 0.66
H 2.68 4.52 -0.06 0.56
H 1.09 3.92 -1.90 0.69
H -0.46 1.98 -1.58 0.83
```

Calculated values
- spin multiplicity = 3
- total charge = +4
- strongest force on any atom (Eh/bohr) = 0.0907
- orbital gap (alpha / beta) (eV) = 4.41 / 5.15
- lowest unoccupied orbital energy (alpha / beta) (eV) = -13.9 / -13.9
- relative energy (zero: lowest compared OMol25 entry of this formula, charge and spin) (kJ/mol) = 0.0
- DFT total energy (Ha) = -2240.1929


Which value of DFT total energy does entry 1 give? -397.5289 Ha